Computed, not measured: C5H14N2 in the gas phase, with ωB97M-V/def2-TZVPD.

Output
E_HOMO (eV): -8.63
Structure (SMILES): CCCCNCN
Orbital gap (eV): 9.8

Structure (XYZ):
```
21
C5H14N2 | OMol25 | ωB97M-V/def2-TZVPD
C -2.34 0.19 0.67
C -1.62 1.06 -0.38
C -0.19 1.51 -0.02
C 0.89 0.92 -0.93
N 0.98 -0.53 -0.82
C 1.44 -1.07 0.44
N 1.37 -2.52 0.38
H -1.76 0.32 1.60
H -3.30 0.62 0.94
H -2.28 -0.87 0.41
H -1.61 0.53 -1.33
H -2.17 1.98 -0.54
H -0.01 1.08 0.97
H -0.03 2.57 0.16
H 0.65 1.13 -1.97
H 1.84 1.41 -0.67
H 1.52 -0.87 -1.61
H 0.69 -0.78 1.17
H 2.46 -0.72 0.68
H 1.77 -3.00 -0.41
H 1.70 -2.96 1.23
```

Löwdin atomic charge list, values in e, 4 entries: number 1, C, carries -0.10; number 2, C, carries -0.25; number 3, C, carries -0.21; number 4, C, carries -0.25

Computed, not measured: a molecular structure, C31H29ClNO5PS3W, with ωB97M-V/def2-TZVPD.

Output
E_HOMO (spin up / spin down) (eV): -13.89 / -13.90
Orbital gap (spin up / spin down) (eV): 8.1 / 6.6
Expectation value of S²: 2.02
Multiplicity: 3
Charge: +2

Structure (XYZ):
```
72
C31H29ClNO5PS3W | OMol25 | ωB97M-V/def2-TZVPD
W 0.16 1.05 0.52
O 5.14 -2.10 2.51
C 4.07 -1.41 2.14
C 3.15 -0.87 3.05
C 2.08 -0.17 2.55
N 1.91 0.01 1.23
C 2.78 -0.50 0.36
C 3.88 -1.22 0.77
C 2.40 -0.18 -1.05
O 3.01 -0.51 -2.02
O 1.29 0.57 -1.04
C 0.99 0.48 3.34
O 0.92 0.46 4.53
O 0.14 1.09 2.52
H 5.22 -2.19 3.47
H 3.25 -0.98 4.12
H 4.58 -1.62 0.04
C 0.21 2.43 -2.92
C 1.21 3.58 -2.75
S 2.92 3.22 -2.29
C 3.04 3.22 -0.48
C 2.20 4.22 0.29
S 0.58 3.60 0.89
C -0.67 4.52 -0.08
C -1.52 3.74 -1.09
S -0.97 2.09 -1.57
H 0.70 1.48 -3.12
H -0.45 2.66 -3.75
H 0.81 4.40 -2.15
H 1.35 4.00 -3.74
H 4.09 3.46 -0.32
H 2.89 2.22 -0.06
H 2.02 5.14 -0.26
H 2.71 4.49 1.21
H -0.13 5.34 -0.55
H -1.32 4.98 0.66
H -1.62 4.31 -2.02
H -2.52 3.60 -0.71
Cl -2.28 1.65 1.25
C -3.36 0.46 0.47
C -4.70 0.78 0.44
C -5.57 -0.16 -0.09
C -5.09 -1.37 -0.57
C -3.74 -1.66 -0.52
C -2.83 -0.73 0.00
P -1.07 -1.13 0.13
C -0.97 -2.36 1.45
C -0.88 -3.72 1.19
C -0.88 -4.63 2.24
C -0.96 -4.17 3.55
C -1.06 -2.82 3.81
C -1.07 -1.91 2.77
C -0.58 -1.85 -1.44
C 0.55 -2.66 -1.50
C 1.02 -3.10 -2.73
C 0.37 -2.73 -3.90
C -0.75 -1.91 -3.84
C -1.23 -1.47 -2.61
H -5.06 1.72 0.83
H -6.63 0.06 -0.13
H -5.78 -2.10 -0.97
H -3.37 -2.61 -0.88
H -0.84 -4.09 0.17
H -0.81 -5.69 2.03
H -0.95 -4.88 4.37
H -1.15 -2.46 4.83
H -1.18 -0.85 2.99
H 1.08 -2.95 -0.60
H 1.90 -3.73 -2.77
H 0.73 -3.08 -4.85
H -1.26 -1.63 -4.75
H -2.10 -0.83 -2.58
```

Löwdin atomic charge list, values in e, 4 entries: number 1, W, carries 1.19; number 2, O, carries 0.15; number 3, C, carries -0.25; number 4, C, carries 0.12

The calculation returns the following DFT total energy values, one per record and in order: -308.38087; -3692.45852 Ha.
The calculation returns the following ΔE to the lowest compared entry with this formula, charge and spin values, one per record and in order: 1.148; 0.959 eV.